C4H7AlBrO3 | ωB97M-V with the def2-TZVPD basis set

Structure (XYZ):
```
16
C4H7AlBrO3 ωB97M-V with the def2-TZVPD basis set
O 4.0020 0.1746 1.0378
C 3.0769 -0.1129 0.3327
Br 3.0100 -1.9568 -0.4401
C 1.9604 0.7211 -0.0804
Al 0.1385 -0.1341 0.3871
O -1.1611 1.0067 0.8846
C -2.3091 0.6555 0.1518
C -2.0074 -0.6279 -0.6289
O -0.7252 -0.4560 -1.1804
H 1.9833 0.8486 -1.1507
H 2.0686 1.6666 0.4277
H 0.2431 -1.4548 1.2858
H -2.4086 1.4406 -0.6029
H -3.1983 0.5877 0.7660
H -2.7750 -0.9452 -1.3256
H -1.8980 -1.4136 0.1356
```

Properties
- Charge: -1
- 2S+1: 1

Mulliken atomic charge list, values in e, 5 entries: -0.535, 0.363, -0.290, -0.637, 0.417


C4H7BO2 | ωB97M-V with the def2-TZVPD basis set

Structure (XYZ):
```
14
C4H7BO2 ωB97M-V with the def2-TZVPD basis set
B 1.3843 0.4153 0.8035
C -0.9017 -2.0084 -0.3204
C -1.2227 1.6354 -0.7580
C -1.3620 -0.8514 -0.7837
C -0.7826 0.4203 -0.5031
O 1.7905 -0.6944 1.4313
O 2.0311 1.5761 0.6469
H -1.3853 -2.9448 -0.5414
H -0.0256 -2.0300 0.3033
H -2.1624 1.8046 -1.2777
H -0.6810 2.5168 -0.4631
H -2.2482 -0.8249 -1.4162
H 2.6518 -0.6873 1.8624
H 2.9138 1.6728 1.0162
```

Properties
- ΔE to the lowest compared entry with this formula, charge and spin: 3.038 eV
- 2S+1: 1

Mulliken atomic charge list, values in e, 5 entries: 0.418, -0.752, -0.782, -0.069, 0.240


HOMO values (in eV) by entry order: -5.064 -8.331.